Entry 1:
112
Properties=species:S:1:pos:R:3:forces:R:3:mulliken_charge:R:1 method="wB97M-V/def2-TZVPD" total_charge=+1 spin_multiplicity=1 e_above_lowest_kcal_mol=73.8 lumo_ev=-4.03 homo_energy_ev=-10.78 homo_lumo_gap_ev=6.744
S -3.216842 6.090880 -2.905550 2.152 0.655 -1.581 1.20
S -3.028964 -0.673306 -5.419995 2.040 -3.055 -0.668 0.95
S 3.684948 -0.300265 4.861152 -0.109 -2.637 -4.185 0.99
F -1.998612 -6.000485 2.756473 -0.056 0.876 1.088 -0.33
F -4.014018 -2.601221 3.294311 -0.758 1.535 -1.240 -0.28
O 3.782704 -0.630150 6.195903 0.374 -0.821 4.603 -0.65
O 3.407462 -1.419047 3.937930 0.160 1.902 0.413 -0.56
O 0.212216 -2.801206 -0.498903 0.121 -1.003 -2.371 -1.05
O -3.757886 -0.775430 -6.634312 -0.742 0.454 -0.955 -0.66
O 5.033806 3.780996 -1.181385 -1.226 -2.748 0.957 -0.49
O -3.134676 0.402426 -4.532053 -0.444 2.598 1.762 -0.50
O -2.768384 6.736641 -4.134325 -1.144 -0.732 0.567 -0.68
O -3.964933 6.809280 -1.953135 -1.468 1.292 1.402 -0.65
O -1.485352 1.227660 0.250593 -2.443 3.462 2.381 -0.38
O 2.530222 0.018941 0.116397 -4.366 4.839 -5.621 -1.15
O 3.713684 -3.894963 -2.078832 -1.747 3.570 2.971 -0.52
N 3.173128 2.455451 -1.025680 -1.087 1.140 -3.959 0.44
N 2.404096 -1.908850 -1.536022 0.791 -0.190 1.400 0.93
N 0.001560 -0.451208 0.579760 -0.367 2.458 1.179 1.55
C -1.730663 5.485404 -2.144547 2.055 6.398 -3.244 -0.97
C -2.510141 -3.206520 -5.240127 -2.260 -1.322 -6.152 -0.81
C 2.480328 0.983166 4.683226 0.865 0.535 3.600 -0.62
C 4.586969 2.030150 4.728699 -0.800 -2.393 -0.696 -1.19
C 2.156364 -1.463707 -2.859590 -2.099 1.104 -2.860 -0.79
C 3.462472 -3.007395 -1.237946 2.271 -1.898 -2.590 0.57
C -1.745876 4.111480 -2.070204 -0.171 -2.431 -2.517 -0.39
C -0.783928 -3.737883 5.485005 -1.329 -1.949 0.510 -0.62
C -1.304149 -2.669996 -5.889104 3.414 2.874 3.828 -0.63
C -4.586462 -1.610549 2.445519 0.410 -2.381 1.039 0.68
C -3.907978 4.497616 -3.083369 6.541 -1.015 0.531 -1.06
C 3.128984 2.190812 4.258926 2.465 -1.149 -0.527 0.12
C -1.502503 -4.797090 4.812883 2.362 3.251 0.025 -0.66
C 0.522120 -3.487449 3.558756 -0.687 0.352 -3.361 -0.37
C 5.009793 2.280584 0.801671 2.288 0.739 -3.201 -0.17
C 0.216600 -3.049211 4.813314 -1.581 -2.097 0.523 -0.17
C -1.354353 -5.026739 3.482995 1.129 -0.378 -1.596 0.34
C 1.965649 3.194836 -0.426571 4.364 4.541 -2.961 -1.07
C 4.500258 2.848121 -0.594958 2.330 3.070 1.439 0.22
C -5.680043 -2.044207 1.650527 0.653 3.135 0.159 -0.84
C -1.275446 -1.023811 -5.916492 0.206 -3.185 6.762 -0.62
C -4.009768 -0.358508 2.458425 -4.227 -1.619 -3.200 -1.23
C -5.638470 0.254043 0.848503 -2.465 -3.509 -1.417 -0.68
C 4.452864 -2.841583 0.029468 -4.959 0.401 0.982 -0.58
C -6.236858 -1.027007 0.857593 -0.226 -1.498 -0.766 -0.15
C -0.895860 0.352446 -0.196806 1.428 -2.484 -5.062 0.34
C 5.173920 0.580742 4.401316 -1.608 2.352 2.807 -0.39
C -4.578487 0.557790 1.556045 -0.357 -7.678 2.793 -0.82
C -0.897656 0.164883 -1.819026 0.598 -0.930 0.976 -0.38
C -3.188545 3.692032 -2.001075 -1.271 -0.313 2.957 0.06
C -3.239115 -2.210802 -4.573967 -2.791 1.627 5.564 -0.43
C -0.355037 -4.344719 2.815339 1.738 0.923 -0.976 -0.22
C -0.225373 -0.411507 2.039518 -1.761 -1.993 1.127 0.21
H -0.007083 0.728092 -2.123874 -0.301 0.656 -0.028 -0.03
H -4.322916 1.437653 1.580445 3.361 9.086 -0.089 0.94
H -2.833730 -2.058934 -3.502852 -0.106 0.183 -1.433 0.04
H 1.219830 3.061454 -1.166404 -0.843 1.085 -0.617 0.64
H 3.107867 2.565380 -2.207486 0.291 -0.824 4.337 0.48
H 1.697474 -2.224108 -3.504168 1.033 -0.296 0.032 0.41
H 5.157826 0.694687 3.390321 0.838 -0.830 -3.121 0.09
H -1.375648 -0.723643 -6.838035 0.720 2.019 -5.079 0.65
H 2.494777 4.150698 -0.082778 -2.028 -0.306 -1.256 0.37
H 3.924085 -3.393852 0.987539 1.880 1.049 -2.537 0.24
H 1.443504 -2.220158 -1.236150 -1.413 -1.628 1.735 -0.19
H -0.257040 0.680210 2.179776 0.246 -0.588 1.159 0.52
H -1.269347 3.831099 -3.040471 -0.599 -0.926 0.486 0.20
H -0.020050 -1.326999 0.202552 -0.568 -5.024 -1.686 0.29
H 1.325458 -2.998213 2.955105 -0.554 -0.502 0.742 0.25
H -1.847666 0.608548 -2.257163 1.310 -0.770 0.590 0.11
H -1.272487 -3.046886 -6.803025 0.443 -1.141 -4.240 0.43
H 0.694818 -2.286435 5.300326 1.570 1.665 1.008 0.69
H 4.273922 2.218170 1.488588 -3.091 -1.629 1.734 -0.51
H 2.999098 -0.394622 0.702902 4.228 -3.570 5.671 -0.35
H 3.042750 -1.014887 -3.186497 1.359 0.184 -1.455 0.57
H -0.956350 5.996588 -2.863718 -0.981 -1.146 1.601 0.32
H -0.563469 -0.853678 -2.229920 -1.343 1.069 1.059 0.36
H -1.138963 3.771479 -1.323735 1.361 -1.361 2.211 0.20
H 5.757041 1.453701 0.733818 -1.130 0.336 -0.094 0.41
H -2.136320 -5.294295 5.390822 -2.802 -2.300 2.101 0.60
H 4.611301 2.259629 5.726930 0.166 0.302 2.643 0.47
H -1.718403 6.014028 -1.266425 0.209 1.154 2.492 0.47
H 0.004680 -3.470980 -1.238592 0.148 1.478 2.018 0.13
H -0.437652 -0.575184 -5.179277 -2.151 -0.800 -2.059 0.02
H 5.515422 3.063152 1.328545 1.056 1.010 -0.594 0.52
H 2.816563 3.056899 4.689416 -1.371 2.333 1.455 0.51
H -6.098715 -3.010670 1.666382 -0.075 -1.012 0.238 0.52
H -0.199617 -4.408909 1.682833 -0.208 -0.230 1.842 0.26
H 6.115801 0.273699 4.935606 -1.286 0.206 -0.691 0.41
H 1.343081 -0.624650 -3.107953 1.546 -1.419 1.885 -0.07
H 0.600844 -1.115352 2.610078 -2.256 2.230 -1.487 -0.59
H -3.703511 3.860708 -0.962813 1.268 -0.223 -1.641 0.30
H 5.412545 -3.078684 -0.325721 1.060 -1.152 -0.017 0.43
H 4.476847 -1.776168 0.286308 -0.079 -0.156 0.071 -0.08
H 2.851697 1.647384 -0.534893 0.576 -3.919 -0.314 -0.13
H -1.413908 -0.857407 2.238939 3.834 1.173 -0.491 -0.15
H -2.465298 -4.153002 -4.889428 0.804 -2.627 2.355 0.66
H -3.211784 -0.157502 2.999012 3.411 0.944 2.717 1.18
H 0.983798 -0.202342 0.291992 1.083 0.522 0.590 -0.69
H 5.030093 2.783664 4.242981 2.727 2.566 -1.736 0.65
H -3.242212 4.155412 -3.848964 -1.282 -0.450 -2.163 0.39
H -4.321601 -2.434911 -4.279680 1.202 0.415 -1.105 0.46
H -1.021896 -3.664766 6.605971 0.513 0.369 -1.943 0.28
H 1.959403 1.209875 5.614387 0.916 -0.507 0.983 0.45
H -5.931104 0.848132 0.075709 -1.168 2.169 -1.617 0.46
H -3.067382 2.633184 -2.133648 -1.295 -0.702 -0.461 -0.06
H 3.012298 2.344703 3.233045 0.301 0.149 -2.022 -0.57
H -4.876013 4.570171 -3.035902 -5.410 -0.284 -0.631 0.69
H 1.669417 2.801327 0.411226 -1.393 -3.011 4.625 0.40
H 2.488945 -1.015872 -0.908288 0.689 -0.602 0.246 0.02
H -0.365009 -3.065900 -5.396060 -0.805 0.744 -0.284 0.19
H -3.129632 -3.585121 -6.207780 0.538 1.252 1.841 0.25
H 1.666338 0.674949 4.240141 -3.764 -1.962 -3.609 0.36
H -7.076488 -1.332109 0.123731 1.404 0.875 1.400 0.28


Entry 2:
13
Properties=species:S:1:pos:R:3:forces:R:3:nbo_charge:R:1 method="wB97M-V/def2-TZVPD" spin_multiplicity=1 e_above_lowest_kcal_mol=52.8 lumo_ev=0.65 homo_energy_ev=-8.25 homo_lumo_gap_ev=8.904
O -0.062709 2.004149 1.499804 0.248 0.212 -0.231 -0.67
C -1.071802 -0.313561 -1.115408 2.829 1.243 -0.662 -0.19
C 0.052871 0.953345 0.630548 -0.512 0.523 -1.191 0.29
C 0.017441 -1.215464 -1.141479 -1.083 -0.041 -1.049 -0.26
C 0.866508 -1.250284 -0.033325 0.258 3.101 -0.029 -0.15
C 1.097362 0.035883 0.572749 -0.518 -2.400 1.019 -0.30
C -0.997591 0.824099 -0.296569 -1.855 -2.305 1.467 -0.29
H 0.323169 1.803674 2.352759 0.322 -0.169 0.055 0.48
H -1.797914 -0.331374 -1.915054 -0.144 -0.178 0.033 0.21
H 2.041808 0.016061 1.123895 -0.661 0.650 0.630 0.22
H 0.264173 -1.593871 -2.155039 -0.584 -1.366 1.183 0.23
H -2.023353 1.128354 -0.057058 0.686 1.330 -0.054 0.22
H 1.290035 -2.061010 0.534176 1.014 -0.599 -1.171 0.22


Entry 3:
85
Properties=species:S:1:pos:R:3:forces:R:3:mulliken_charge:R:1 method="wB97M-V/def2-TZVPD" total_charge=-1 spin_multiplicity=1 e_above_lowest_kcal_mol=234.7 lumo_ev=1.39 homo_energy_ev=-6.12 homo_lumo_gap_ev=7.508
Cl -0.568558 -0.159509 0.394343 1.079 -0.622 1.221 1.61
O 1.487914 -6.701777 -5.492259 0.266 0.386 -0.792 -0.66
O 6.550178 5.274761 6.194008 3.252 -0.229 5.350 -0.60
O 4.881773 7.280251 -1.374646 0.255 1.989 0.902 -0.68
O -1.864035 8.629962 4.657745 1.550 -0.922 -1.911 -0.70
O -3.844442 -2.821431 -7.398789 0.048 -0.025 1.067 -0.67
O -0.035426 0.732472 1.411165 -0.441 1.063 -0.811 -0.66
O -0.173928 -1.450561 0.828162 1.241 -2.151 -0.164 -0.66
O 2.060407 -8.783739 2.564420 0.648 1.333 1.271 -0.66
O -5.395310 6.765163 -2.564459 3.970 0.412 1.315 -0.58
O -4.488737 1.765743 8.515254 -1.057 0.088 3.301 -0.65
O -1.975270 -0.194517 0.352932 -2.382 1.200 -0.016 -0.64
O -6.786513 -7.572545 -0.473038 -1.824 -4.336 2.821 -0.61
O -0.074434 0.132584 -0.922340 0.596 0.522 -0.241 -0.65
O 7.760193 -1.279509 2.164480 1.353 -0.294 -0.854 -0.71
N -3.868099 1.340401 6.506632 0.789 -1.107 -3.343 -0.39
N 1.603299 -10.838646 1.939309 -0.165 -3.667 -0.407 -0.37
N -7.298535 7.152002 -3.542096 -2.720 1.708 -2.186 -0.36
N 5.679886 6.709073 4.695150 0.211 6.021 0.805 -0.40
N -1.153129 7.544446 2.780298 -2.124 0.054 -6.531 -0.36
N 2.534250 -5.839366 -3.681037 0.033 5.803 1.347 -0.40
N -0.153725 7.215836 4.622725 3.867 -2.043 3.261 -0.39
N 5.376017 5.121760 -1.515295 3.328 -2.791 1.493 -0.41
N -5.203025 -6.026585 -0.711388 3.884 0.203 3.334 -0.43
N -6.786754 -6.090773 -2.071418 -2.599 1.325 -3.945 -0.38
N 6.498105 -2.044090 0.453025 -0.572 -0.789 -3.189 -0.49
N 5.573106 4.691548 4.383473 -2.601 -5.954 -4.734 -0.33
N 5.728689 -1.698333 2.491831 -6.617 -0.877 3.768 -0.35
N -2.131771 -1.528062 -8.085104 3.294 3.802 2.221 -0.43
N -2.857605 -3.049267 -9.314917 0.633 -4.386 -7.830 -0.34
N 0.745600 -9.165169 0.853184 -2.890 1.444 -3.890 -0.38
N 2.751152 -7.847190 -4.077117 1.810 -6.264 0.216 -0.38
N -6.900423 5.095055 -2.967149 0.607 -1.910 0.088 -0.39
N -3.216928 3.209815 7.405182 3.329 5.279 -0.267 -0.36
N 3.596791 5.806091 -2.340366 -7.607 -0.701 -4.305 -0.36
C -3.855425 2.127298 7.565708 -2.788 -4.228 0.565 0.61
C 6.690073 -1.693957 1.701766 6.314 2.154 0.422 0.63
C 2.240259 -6.777523 -4.534933 -2.460 1.403 -0.811 0.65
C 1.482992 -9.549940 1.828616 2.506 1.674 2.914 0.67
C -6.377401 6.346373 -3.052659 -2.231 -0.630 0.897 0.60
C 5.986708 5.545731 5.217840 -0.738 0.961 -1.528 0.62
C -1.070189 7.872447 4.010988 -3.831 2.828 3.785 0.63
C 4.594252 6.151982 -1.690708 4.378 1.828 1.867 0.67
C -6.301716 -6.674800 -1.036890 1.426 2.012 -0.702 0.62
C -2.949145 -2.525481 -8.177044 -3.966 -0.254 3.152 0.61
H 5.056009 4.210831 -1.811758 0.726 0.118 0.431 0.15
H 4.867321 -2.136414 2.198168 -0.169 0.139 0.647 0.20
H -8.132396 6.671440 -3.848405 -0.114 1.030 -0.032 0.14
H 7.280973 -1.827343 -0.147184 -0.240 0.016 0.015 0.25
H 5.915723 3.741840 4.355379 -0.380 0.226 0.147 0.20
H 5.065480 6.896802 3.915818 0.421 -0.125 0.379 0.17
H -2.176457 -2.763348 -10.003674 -0.098 0.126 0.340 0.14
H 0.251437 6.380046 4.225989 0.024 0.276 0.310 0.20
H -0.078521 7.406368 5.611736 0.134 -0.334 -0.219 0.23
H 2.199462 -4.920927 -3.934980 0.060 -0.005 0.409 0.21
H -3.451935 -3.772202 -9.694703 -0.166 0.161 0.840 0.21
H 2.433939 -8.649930 -4.601615 0.498 -0.506 0.724 0.23
H -1.278660 -1.594769 -8.621614 -0.029 0.287 0.358 0.22
H 3.049175 6.587853 -2.670637 -0.415 -0.579 -0.192 0.23
H 6.072257 7.489048 5.202866 -0.510 0.245 -0.267 0.20
H -7.574901 -6.568099 -2.485046 0.141 0.878 -0.534 0.22
H -3.357383 1.714612 5.719712 -0.202 -1.003 -0.356 0.15
H -1.899942 7.949245 2.233937 -0.051 0.118 0.355 0.22
H -6.263998 -5.271714 -2.347023 -1.168 -0.221 -0.996 0.18
H -2.554164 3.227345 6.643256 0.021 0.474 0.396 0.19
H 0.629475 -8.173626 0.700059 -0.054 -0.381 -0.158 0.22
H 2.038375 -11.257910 2.748645 -0.215 -0.011 -0.508 0.22
H 3.187026 -7.852730 -3.166025 -0.101 -0.692 -0.565 0.19
H 1.103252 -11.302482 1.194389 0.437 -1.196 0.912 0.15
H 5.924598 -1.489075 3.460296 -0.277 -0.088 -0.322 0.24
H -2.036843 -1.198650 -7.135062 0.262 0.275 -0.127 0.26
H 2.911187 -5.943789 -2.749842 -0.110 -0.110 -0.509 0.17
H 3.513444 4.877474 -2.728709 -0.428 0.584 -0.071 0.18
H -7.764093 4.874276 -3.441928 0.489 -0.256 0.242 0.15
H -7.297583 8.152814 -3.406103 0.207 -0.452 -0.081 0.21
H 0.385002 -9.866832 0.222512 -0.275 0.810 -0.146 0.15
H -6.317552 4.348827 -2.615716 -0.189 0.104 -0.237 0.22
H -4.769458 -6.458850 0.091901 0.462 0.531 -0.092 0.20
H 6.274089 5.288510 -1.084304 -0.264 -0.470 -0.079 0.21
H -4.655220 -5.381328 -1.262428 -0.301 -0.366 0.114 0.19
H -0.565132 6.994370 2.170569 0.427 -0.012 0.938 0.19
H 5.035059 5.074419 3.619265 0.343 -1.144 -0.176 0.14
H -3.020000 3.765679 8.225140 -0.086 0.000 -0.296 0.24
H 5.584444 -1.774682 0.117254 0.142 -0.241 -0.490 0.24
H -4.074613 0.354876 6.585282 -0.007 0.482 -0.032 0.21